No. 1
Molecular formula: C11H14N3O3
Method: DFT, ωB97M-V with the def2-TZVPD basis set

ORCA input file:
```
! wB97M-V def2-TZVPD RIJCOSX def2/J DEFGRID3
* xyz -1 1
C -3.06 -1.73 -1.17
C -2.27 -2.11 -2.25
N -1.04 -2.58 -1.96
N 0.00 -1.92 -2.75
C 1.27 -2.27 -2.06
C -0.12 -0.50 -2.67
C -0.51 0.29 -3.92
O 0.10 0.13 -1.70
H -4.02 -2.19 -0.93
H -2.67 -0.95 -0.51
H -2.69 -2.05 -3.27
H 1.59 -3.23 -2.46
H 1.00 -2.44 -1.00
H 2.02 -1.48 -2.15
H -0.18 -0.21 -4.83
H -1.59 0.49 -3.95
H -0.03 1.27 -3.91
C 2.67 0.98 2.72
C 1.77 0.87 1.67
C 0.45 1.27 1.84
C 0.05 1.78 3.07
C 0.94 1.88 4.13
C 2.26 1.48 3.95
N -1.33 2.23 3.26
O -2.10 2.11 2.32
O -1.64 2.70 4.34
H 3.70 0.67 2.59
H 2.09 0.48 0.72
H -0.24 1.18 1.02
H 0.62 2.28 5.09
H 2.96 1.56 4.77
*
```

Its highest occupied orbital energy is -0.07721 Eh. For the strongest force on any atom, the calculation gives 2.6 eV Å⁻¹. As for the total energy: -817.33702 hartree. The calculation puts the molar mass at 236.25 g/mol. The HOMO-LUMO gap comes out at 3.9 eV.

And the Löwdin charges, in e, turn out to be:
1. C -0.122
2. C -0.455
3. N -0.026
4. N -0.192
5. C -0.119
6. C -0.536
7. C -0.019
8. O 0.069
9. H -0.021
10. H -0.016
11. H 0.066
12. H 0.061
13. H 0.062
14. H 0.065
15. H 0.064
16. H 0.074
17. H 0.066
18. C -0.079
19. C -0.050
20. C 0.019
21. C -0.144
22. C -0.019
23. C -0.084
24. N -0.352
25. O 0.093
26. O 0.051
27. H 0.102
28. H 0.110
29. H 0.121
30. H 0.112
31. H 0.100

No. 2
Molecular formula: C11H14N4O2S2
Method: DFT, ωB97M-V with the def2-TZVPD basis set

ORCA input file:
```
! wB97M-V def2-TZVPD RIJCOSX def2/J DEFGRID3
* xyz 0 1
C -2.39 -4.31 0.73
C -1.72 -3.04 0.54
C -2.40 -1.86 0.51
C -1.71 -0.60 0.47
C -2.59 0.67 0.65
C -0.26 -0.72 0.29
S 0.71 0.86 0.32
O 2.21 0.78 0.44
O 0.06 1.80 1.31
S 0.24 1.52 -1.54
C 1.70 2.54 -1.62
N 2.68 2.30 -2.46
N 3.69 3.25 -2.23
N 3.36 3.92 -1.22
N 2.08 3.63 -0.88
C 1.40 4.78 -0.25
C 0.35 -1.99 0.07
C 1.87 -2.10 -0.07
C -0.37 -3.09 0.28
H -3.39 -4.14 1.16
H -2.47 -4.73 -0.30
H -1.90 -5.05 1.32
H -3.44 -1.91 0.68
H -3.58 0.42 0.97
H -2.26 1.40 1.35
H -2.50 1.14 -0.32
H 1.97 5.05 0.51
H 0.47 4.45 0.11
H 1.27 5.59 -0.93
H 2.18 -3.15 0.01
H 2.30 -1.68 -0.93
H 2.30 -1.72 0.82
H 0.13 -4.00 0.21
*
```

Its highest occupied orbital energy is -0.35349 Eh. For the strongest force on any atom, the calculation gives 4.4 eV Å⁻¹. As for the total energy: -1593.31123 hartree. The calculation puts the molar mass at 298.39 g/mol. The HOMO-LUMO gap comes out at 9.6 eV. The value obtained for the relative energy (zero: lowest compared OMol25 entry of this formula, charge and spin) is 3.754 eV.

And the Löwdin charges, in e, turn out to be:
1. C -0.043
2. C -0.293
3. C -0.001
4. C -0.149
5. C -0.031
6. C -0.207
7. S 0.529
8. O -0.364
9. O -0.393
10. S 0.851
11. C -0.686
12. N 0.031
13. N -0.001
14. N 0.020
15. N -0.124
16. C 0.026
17. C -0.230
18. C -0.027
19. C -0.030
20. H 0.091
21. H 0.111
22. H 0.078
23. H 0.106
24. H 0.072
25. H 0.051
26. H 0.064
27. H 0.045
28. H 0.071
29. H 0.091
30. H 0.084
31. H 0.074
32. H 0.068
33. H 0.114

No. 3
Molecular formula: C11H14N4OS
Method: DFT, ωB97M-V with the def2-TZVPD basis set

ORCA input file:
```
! wB97M-V def2-TZVPD RIJCOSX def2/J DEFGRID3
* xyz 0 1
C 5.74 1.01 1.31
C 5.22 1.38 -0.08
O 4.59 0.29 -0.73
C 3.34 -0.09 -0.36
C 2.52 0.57 0.55
C 1.25 0.09 0.82
C 0.76 -1.05 0.19
C -0.63 -1.54 0.49
C -1.65 -0.63 -0.11
N -1.55 0.02 -1.22
N -2.71 0.71 -1.35
C -3.55 0.49 -0.31
S -5.04 1.10 0.01
N -2.85 -0.39 0.49
N -3.28 -0.86 1.72
C 1.58 -1.70 -0.73
C 2.85 -1.23 -1.00
H 4.93 0.73 1.97
H 6.26 1.87 1.74
H 6.43 0.18 1.23
H 4.55 2.24 -0.03
H 6.06 1.63 -0.74
H 2.86 1.46 1.06
H 0.63 0.61 1.53
H -0.81 -1.57 1.57
H -0.76 -2.54 0.08
H -2.87 1.32 -2.13
H -3.72 -1.78 1.62
H -4.00 -0.21 2.05
H 1.22 -2.58 -1.23
H 3.49 -1.73 -1.71
*
```

Its highest occupied orbital energy is -0.29345 Eh. For the strongest force on any atom, the calculation gives 1.0 eV Å⁻¹. As for the total energy: -1119.99389 hartree. The calculation puts the molar mass at 250.33 g/mol. The HOMO-LUMO gap comes out at 8.7 eV. The value obtained for the relative energy (zero: lowest compared OMol25 entry of this formula, charge and spin) is 0.838 eV.

And the Löwdin charges, in e, turn out to be:
1. C -0.064
2. C -0.249
3. O -0.052
4. C -0.268
5. C -0.015
6. C -0.032
7. C -0.248
8. C -0.073
9. C -0.287
10. N 0.127
11. N 0.026
12. C -0.861
13. S 0.565
14. N -0.111
15. N 0.097
16. C -0.032
17. C 0.003
18. H 0.066
19. H 0.076
20. H 0.079
21. H 0.115
22. H 0.123
23. H 0.105
24. H 0.121
25. H 0.118
26. H 0.126
27. H 0.151
28. H 0.108
29. H 0.055
30. H 0.113
31. H 0.118

No. 4
Molecular formula: C11H14N5O3
Method: DFT, ωB97M-V with the def2-TZVPD basis set

ORCA input file:
```
! wB97M-V def2-TZVPD RIJCOSX def2/J DEFGRID3
* xyz 1 1
C -3.09 -2.57 -1.11
C -2.63 -0.97 -1.11
O -3.04 -0.26 -2.34
C -3.11 -0.21 0.29
N -1.84 0.08 1.08
N -1.57 1.40 1.47
N -0.35 1.56 2.16
C 0.12 0.13 2.16
O 1.36 -0.51 2.68
C 2.14 -0.79 1.43
O 2.47 -2.03 1.05
C 2.55 0.49 0.46
C 3.78 1.49 0.91
C 4.26 2.74 -0.03
C 3.54 3.08 -1.48
C 2.27 2.11 -1.92
C 1.77 0.84 -0.97
N -0.84 -0.83 1.48
N -0.81 -2.20 1.28
H -2.28 -3.12 -1.77
H -4.16 -2.61 -1.57
H -3.02 -3.04 -0.03
H -1.44 -0.99 -1.12
H -3.97 0.08 -2.21
H -3.92 -0.81 0.89
H -3.54 0.86 -0.04
H 4.31 1.28 1.93
H 5.16 3.42 0.30
H 3.95 3.98 -2.15
H 1.74 2.39 -2.95
H 0.85 0.20 -1.37
H -0.50 -2.72 2.14
H -0.18 -2.46 0.47
*
```

Its highest occupied orbital energy is -0.43432 Eh. For the strongest force on any atom, the calculation gives 9.3 eV Å⁻¹. As for the total energy: -926.21366 hartree. The calculation puts the molar mass at 264.26 g/mol. The HOMO-LUMO gap comes out at 6.7 eV. The value obtained for the relative energy (zero: lowest compared OMol25 entry of this formula, charge and spin) is 9.799 eV.

And the Löwdin charges, in e, turn out to be:
1. C -0.071
2. C -0.353
3. O -0.075
4. C -0.027
5. N -0.071
6. N 0.120
7. N 0.174
8. C -0.067
9. O 0.017
10. C -0.225
11. O 0.040
12. C -0.081
13. C -0.003
14. C -0.034
15. C -0.029
16. C -0.042
17. C -0.012
18. N -0.029
19. N 0.143
20. H 0.097
21. H 0.102
22. H 0.077
23. H 0.125
24. H 0.119
25. H 0.155
26. H 0.162
27. H 0.106
28. H 0.098
29. H 0.109
30. H 0.099
31. H 0.080
32. H 0.156
33. H 0.141

No. 5
Molecular formula: C11H14NO9PtSSe
Method: DFT, ωB97M-V with the def2-TZVPD basis set

ORCA input file:
```
! wB97M-V def2-TZVPD RIJCOSX def2/J DEFGRID3
* xyz 1 5
Pt 0.70 0.63 -1.03
O -0.42 1.44 -2.81
C -1.51 1.94 -2.67
C -2.03 2.58 -1.45
C -3.29 3.11 -1.53
C -3.83 3.83 -0.46
C -3.13 4.09 0.71
C -1.86 3.58 0.83
C -1.27 2.77 -0.22
O -0.14 2.28 0.02
N -5.21 4.36 -0.60
O -5.77 4.14 -1.65
O -5.64 4.98 0.34
H -2.20 1.97 -3.53
H -3.89 3.00 -2.43
H -3.58 4.67 1.50
H -1.25 3.73 1.71
O 1.34 -1.15 -2.03
Se -0.05 -2.06 -1.70
O -0.74 -2.78 -2.93
O -0.92 -0.86 -0.93
O 0.43 -3.18 -0.53
C 3.35 -3.97 -0.08
C 3.35 -2.45 -0.01
S 1.82 -1.85 0.69
O 1.83 -0.37 0.83
C 1.69 -2.60 2.30
C 2.85 -2.27 3.22
H 4.22 -4.30 -0.65
H 2.46 -4.34 -0.58
H 3.42 -4.42 0.91
H 3.38 -1.99 -1.00
H 4.16 -2.04 0.60
H 1.57 -3.67 2.09
H 0.73 -2.23 2.68
H 3.78 -2.70 2.86
H 2.65 -2.67 4.21
H 2.98 -1.19 3.31
*
```

Its highest occupied orbital energy (spin up / spin down) is -0.44506 / -0.49326 Eh. For the strongest force on any atom, the calculation gives 0.2 eV Å⁻¹. As for the total energy: -4077.77638 hartree. As for the expectation value of S²: 6.057. The calculation puts the molar mass at 610.34 g/mol. The HOMO-LUMO gap (spin up / spin down) comes out at 7.8 / 6.2 eV.

And the Löwdin charges, in e, turn out to be:
1. Pt 1.255
2. O -0.018
3. C -0.128
4. C -0.063
5. C 0.090
6. C -0.056
7. C 0.055
8. C 0.097
9. C -0.281
10. O -0.049
11. N -0.339
12. O 0.121
13. O 0.126
14. H 0.156
15. H 0.143
16. H 0.140
17. H 0.144
18. O -0.568
19. Se 0.868
20. O -0.352
21. O -0.518
22. O -0.438
23. C -0.094
24. C -0.314
25. S 0.996
26. O -0.481
27. C -0.321
28. C -0.095
29. H 0.096
30. H 0.074
31. H 0.079
32. H 0.094
33. H 0.109
34. H 0.104
35. H 0.113
36. H 0.078
37. H 0.093
38. H 0.086

No. 6
Molecular formula: C11H14OSe
Method: DFT, ωB97M-V with the def2-TZVPD basis set

ORCA input file:
```
! wB97M-V def2-TZVPD RIJCOSX def2/J DEFGRID3
* xyz 0 1
Se 1.80 -0.17 0.08
C 3.80 -0.13 -0.04
C 4.42 0.94 -0.63
C 5.78 0.97 -0.67
C 6.55 -0.11 -0.23
C 5.95 -1.10 0.54
C 4.58 -1.10 0.55
H 1.82 0.10 -1.32
H 3.80 1.69 -1.05
H 6.24 1.86 -1.04
H 7.60 0.12 -0.40
H 6.51 -1.77 1.14
H 3.99 -1.92 1.10
C -4.55 -1.44 0.81
C -3.85 -1.02 -0.24
C -4.28 -0.70 -1.61
C -2.36 -1.05 -0.10
C -1.71 -2.51 0.02
O -1.60 -0.08 -0.17
H -5.66 -1.72 0.85
H -3.94 -1.76 1.62
H -3.39 -0.44 -2.11
H -4.72 -1.67 -2.06
H -5.02 0.09 -1.52
H -0.64 -2.33 0.24
H -2.31 -2.95 0.69
H -2.01 -3.08 -0.82
*
```

Its highest occupied orbital energy is -0.30936 Eh. For the strongest force on any atom, the calculation gives 4.5 eV Å⁻¹. As for the total energy: -2904.11529 hartree. The calculation puts the molar mass at 241.19 g/mol. The HOMO-LUMO gap comes out at 9.2 eV. The value obtained for the relative energy (zero: lowest compared OMol25 entry of this formula, charge and spin) is 2.586 eV.

And the Löwdin charges, in e, turn out to be:
1. Se 0.836
2. C -0.566
3. C -0.156
4. C -0.099
5. C -0.078
6. C -0.086
7. C -0.151
8. H -0.164
9. H 0.088
10. H 0.101
11. H 0.105
12. H 0.093
13. H 0.120
14. C 0.058
15. C -0.345
16. C -0.042
17. C -0.362
18. C 0.027
19. O 0.026
20. H 0.102
21. H 0.052
22. H 0.060
23. H 0.126
24. H 0.093
25. H 0.073
26. H 0.013
27. H 0.075

Q: molar mass of number 1 (C11H14N3O3)?
A: 236.25 g/mol